C30H23Br2IN3O3Ru | the ωB97M-V functional and the def2-TZVPD basis

XYZ file:
```
63
Properties=species:S:1:pos:R:3:mulliken_spin:R:1
Ru 0.00 0.27 0.24 2.767
C -0.80 0.11 -4.56 0.001
C 0.64 0.21 -4.14 0.021
N 1.57 0.12 -5.04 0.005
C 2.88 0.22 -4.64 0.010
C 3.28 0.34 -3.35 -0.008
C 4.75 0.35 -3.05 0.000
O 5.16 1.48 -2.28 0.000
C 2.27 0.40 -2.33 -0.030
C 2.73 0.41 -0.98 0.022
N 2.07 0.28 0.15 -0.031
C 2.87 0.19 1.35 0.068
C 4.19 -0.29 1.28 0.002
C 4.99 -0.36 2.41 0.000
C 4.49 0.02 3.64 0.001
C 3.17 0.44 3.74 0.006
C 2.37 0.50 2.61 -0.052
I 0.38 0.99 2.98 0.110
C 0.92 0.38 -2.73 0.028
O -0.08 0.55 -1.94 0.179
H -0.85 0.10 -5.65 0.000
H -1.39 0.93 -4.16 0.000
H -1.24 -0.82 -4.18 0.000
H 3.61 0.16 -5.45 0.000
H 5.31 0.30 -3.99 0.000
H 5.05 -0.52 -2.47 0.000
H 5.13 2.26 -2.85 0.000
H 3.79 0.56 -0.89 -0.001
H 4.60 -0.64 0.35 -0.004
H 6.00 -0.73 2.31 0.000
H 5.11 -0.03 4.53 0.000
H 2.76 0.69 4.71 -0.008
C 1.57 3.57 0.10 -0.004
C 0.09 3.67 -0.09 0.001
C -0.51 4.91 -0.39 -0.018
C -1.86 5.00 -0.57 0.043
C -2.65 3.84 -0.43 -0.030
C -4.08 3.80 -0.57 0.242
Br -5.02 5.35 -0.96 0.053
C -4.79 2.62 -0.42 -0.087
C -4.13 1.43 -0.14 0.182
Br -5.08 -0.14 0.05 0.049
C -2.71 1.40 0.00 0.145
O -2.09 0.34 0.24 0.267
C -1.98 2.65 -0.15 0.051
N -0.64 2.56 0.02 0.061
H 1.97 4.52 0.45 0.001
H 2.05 3.34 -0.86 0.003
H 1.82 2.79 0.81 0.000
H 0.12 5.78 -0.48 0.001
H -2.33 5.95 -0.80 0.008
H -5.86 2.63 -0.53 0.003
C -0.27 -4.50 0.53 0.068
C 0.71 -3.84 1.27 -0.027
C 0.81 -2.46 1.22 0.029
C -0.07 -1.72 0.43 -0.135
C -1.05 -2.39 -0.32 0.043
C -1.14 -3.77 -0.26 -0.037
H -0.34 -5.58 0.57 0.004
H 1.39 -4.41 1.89 -0.001
H 1.57 -1.97 1.81 0.001
H -1.74 -1.83 -0.94 0.001
H -1.90 -4.28 -0.85 -0.001
```

Values from the calculation:
E_LUMO (alpha / beta) = -3.54 / -5.66 eV
HOMO (alpha / beta) = -10.0 / -10.5 eV
Total energy = -7087.34344 a.u.
Energy above the lowest of the compared OMol25 structures with the same formula, charge and spin = 31.3 kJ/mol
2S+1 = 5
Net charge = +1

C30H23BrCl3NO6PPd | the ωB97M-V functional and the def2-TZVPD basis

XYZ file:
```
66
Properties=species:S:1:pos:R:3:mulliken_charge:R:1
Pd 0.74 -0.50 0.84 0.446
C -0.08 -0.72 -5.01 -0.614
C 0.85 -0.90 -4.00 -0.857
C 0.55 -0.53 -2.71 -0.126
C -0.69 0.03 -2.41 0.871
C -1.64 0.17 -3.41 -0.413
C -1.33 -0.19 -4.71 -0.875
P -1.07 0.49 -0.68 1.033
C -2.03 2.02 -0.66 0.888
C -2.80 2.30 0.47 -0.546
C -3.51 3.48 0.55 -0.947
C -3.44 4.41 -0.48 -0.579
C -2.67 4.14 -1.60 -0.831
C -1.95 2.96 -1.69 -0.818
C -2.26 -0.84 -0.35 0.956
C -3.63 -0.71 -0.26 -0.681
C -4.42 -1.84 -0.11 -1.001
C -3.86 -3.10 -0.10 -0.836
C -2.47 -3.28 -0.22 0.550
C -1.85 -4.54 -0.26 -0.813
C -0.48 -4.66 -0.37 -1.022
C 0.33 -3.52 -0.41 -0.677
C -0.24 -2.27 -0.33 -0.524
C -1.65 -2.12 -0.30 1.375
H 0.16 -0.99 -6.03 0.430
H 1.83 -1.31 -4.23 0.503
H 1.30 -0.64 -1.92 0.370
H -2.62 0.58 -3.19 0.535
H -2.06 -0.06 -5.49 0.462
H -2.85 1.59 1.28 0.550
H -4.11 3.69 1.43 0.475
H -3.98 5.34 -0.41 0.427
H -2.61 4.86 -2.41 0.450
H -1.34 2.76 -2.57 0.486
H -4.09 0.27 -0.31 0.571
H -5.49 -1.72 0.00 0.478
H -4.50 -3.97 0.01 0.441
H -2.47 -5.43 -0.22 0.466
H -0.02 -5.63 -0.41 0.466
H 1.40 -3.64 -0.50 0.624
C 4.91 1.97 3.57 -1.363
C 4.05 2.17 2.37 0.369
C 4.31 3.18 1.44 -0.441
C 3.52 3.29 0.31 -0.872
C 2.51 2.36 0.13 0.116
Br 1.45 2.44 -1.42 0.057
N 2.24 1.39 1.00 0.474
C 2.97 1.33 2.11 -0.666
H 5.51 2.85 3.76 0.411
H 5.58 1.13 3.40 0.222
H 4.31 1.74 4.45 0.368
H 5.12 3.87 1.60 0.444
H 3.67 4.07 -0.42 0.456
H 2.68 0.58 2.84 0.631
Cl 3.50 -3.80 3.50 -0.134
C 3.92 -2.88 2.06 0.070
Cl 5.27 -1.78 2.36 -0.142
C 2.76 -1.95 1.65 0.696
O 2.64 -1.70 0.43 -0.568
O 2.06 -1.45 2.53 -0.499
H 4.20 -3.56 1.24 0.348
O -1.04 -0.20 4.27 -0.715
Cl -1.23 -0.25 2.90 2.056
O -0.48 0.82 2.25 -0.681
O -2.59 -0.10 2.52 -0.659
O -0.75 -1.48 2.34 -0.670
```

Values from the calculation:
E_LUMO (alpha / beta) = -6.55 / -6.61 eV
HOMO (alpha / beta) = -11.5 / -11.5 eV
Total energy = -6086.41489 a.u.
Energy above the lowest of the compared OMol25 structures with the same formula, charge and spin = 404.6 kJ/mol
2S+1 = 1
Net charge = +1

C30H23BrN3O4Os | the ωB97M-V functional and the def2-TZVPD basis

XYZ file:
```
62
Properties=species:S:1:pos:R:3:mulliken_spin:R:1
Os 0.10 -0.08 -0.31 2.291
C 1.64 3.92 -1.31 0.008
O 2.81 2.98 -1.03 0.021
C 2.20 1.79 -0.89 0.053
N 0.90 1.72 -0.98 0.078
C 0.32 3.10 -0.97 -0.027
C -0.87 3.23 -1.92 0.013
C -0.99 2.59 -3.14 -0.001
C -2.11 2.88 -3.92 0.006
C -3.15 3.73 -3.47 0.000
C -2.98 4.44 -2.27 0.004
C -1.85 4.13 -1.52 -0.010
C 2.95 0.57 -0.62 0.003
C 4.35 0.43 -0.69 0.011
C 4.80 -0.88 -0.96 -0.008
C 3.89 -1.95 -1.11 0.015
C 2.52 -1.66 -1.00 -0.003
N 2.09 -0.47 -0.45 0.169
C 1.37 -2.43 -1.48 0.107
N 0.16 -1.75 -1.42 -0.026
C -0.91 -2.71 -1.72 -0.006
C -0.18 -4.04 -1.46 -0.003
O 1.27 -3.74 -1.62 0.044
C -2.25 -2.50 -1.06 0.062
C -3.12 -3.57 -0.62 -0.002
C -4.15 -3.27 0.23 0.014
C -4.53 -1.94 0.55 -0.008
C -3.77 -0.92 0.04 0.002
C -2.64 -1.19 -0.80 -0.022
H 1.78 4.29 -2.35 0.000
H 1.79 4.80 -0.70 0.001
H -0.08 3.29 0.04 -0.004
H -0.26 1.80 -3.45 0.000
H -2.14 2.30 -4.84 0.000
H -4.08 3.77 -4.08 0.000
H -3.74 5.09 -1.86 0.000
H -1.72 4.57 -0.54 -0.001
H 5.00 1.31 -0.76 0.002
H 5.88 -1.04 -1.12 0.000
H 4.21 -2.97 -1.28 0.001
H -1.04 -2.63 -2.81 -0.009
H -0.45 -4.79 -2.27 0.001
H -0.28 -4.47 -0.46 0.001
H -2.91 -4.60 -0.97 0.000
H -4.64 -4.10 0.66 0.001
H -5.40 -1.77 1.17 0.000
H -4.03 0.11 0.09 0.002
H -2.05 -0.34 -1.26 -0.002
Br 1.96 -0.82 8.09 0.400
C 1.58 -0.60 6.27 0.162
C 1.47 -1.78 5.54 0.142
C 1.10 -1.70 4.22 -0.043
C 0.96 -0.46 3.59 0.142
C 1.20 0.73 4.32 -0.036
C 1.34 0.67 5.68 0.101
C 0.63 -0.37 2.19 0.103
O 0.69 0.78 1.56 0.085
O 0.26 -1.38 1.48 0.168
H 1.68 -2.73 6.02 0.001
H 0.89 -2.60 3.61 -0.003
H 1.14 1.69 3.83 -0.005
H 1.37 1.55 6.27 0.000
```

Values from the calculation:
E_LUMO (alpha / beta) = -9.88 / -12.92 eV
HOMO (alpha / beta) = -16.0 / -16.0 eV
Total energy = -4285.77065 a.u.
2S+1 = 5
Net charge = +3

C30H23F3N8O3STi | the ωB97M-V functional and the def2-TZVPD basis

XYZ file:
```
69
Properties=species:S:1:pos:R:3:mulliken_spin:R:1
Ti 0.04 0.06 -0.31 0.730
C 1.61 1.73 3.49 0.001
C 2.38 0.66 3.91 0.008
C 2.23 -0.57 3.29 0.005
C 1.34 -0.68 2.23 0.002
N 0.62 0.38 1.78 -0.035
C 0.75 1.54 2.42 0.017
C 1.06 -1.92 1.51 0.080
C 1.59 -3.17 1.77 -0.021
C 1.16 -4.25 1.01 0.033
C 0.16 -4.08 0.06 -0.018
C -0.34 -2.81 -0.15 0.040
N 0.15 -1.74 0.52 -0.011
C -1.41 -2.42 -1.06 0.035
C -2.16 -3.30 -1.82 0.005
C -3.20 -2.81 -2.60 0.013
C -3.46 -1.45 -2.57 -0.001
C -2.66 -0.63 -1.80 0.036
N -1.64 -1.09 -1.05 -0.001
H 1.68 2.69 3.97 0.000
H 3.08 0.77 4.73 0.000
H 2.81 -1.42 3.60 0.001
H 0.12 2.35 2.07 0.001
H 2.32 -3.31 2.54 0.001
H 1.59 -5.23 1.17 -0.001
H -0.20 -4.92 -0.51 0.000
H -1.94 -4.36 -1.80 0.001
H -3.78 -3.47 -3.22 0.000
H -4.26 -1.02 -3.16 0.000
H -2.83 0.43 -1.76 0.000
N -1.26 3.18 -1.51 0.001
C -1.71 2.70 -0.35 -0.007
N -1.51 1.49 0.14 0.012
C -2.32 1.28 1.27 -0.002
C -2.43 0.10 2.00 0.035
C -3.28 0.06 3.09 0.001
C -4.02 1.17 3.47 0.000
C -3.93 2.36 2.76 0.000
C -3.09 2.38 1.66 -0.002
S -2.81 3.71 0.57 -0.001
H -0.63 2.60 -2.05 0.001
H -1.32 4.16 -1.70 0.000
H -1.86 -0.77 1.71 -0.015
H -3.38 -0.86 3.65 0.000
H -4.68 1.12 4.33 0.000
H -4.50 3.23 3.04 0.000
C 3.38 3.08 0.50 0.000
C 2.04 3.53 -0.06 0.001
O 1.33 2.45 -0.67 0.003
H 3.79 3.83 1.18 0.000
H 4.10 2.91 -0.30 0.000
H 3.26 2.14 1.05 0.000
H 2.19 4.33 -0.79 0.000
H 1.40 3.91 0.74 0.000
H 1.94 2.04 -1.29 0.002
F 3.55 -2.97 -1.49 0.000
C 2.98 -1.80 -1.72 0.006
F 1.70 -2.05 -2.11 0.007
F 3.58 -1.22 -2.75 0.000
C 2.98 -0.85 -0.46 0.006
O 3.90 -0.90 0.31 0.006
O 1.97 -0.04 -0.43 0.003
N 0.02 0.58 -2.23 -0.008
C 0.12 0.16 -3.33 0.029
C 0.27 -0.32 -4.58 -0.008
C -0.70 -1.23 -5.07 0.003
N -1.50 -1.97 -5.43 0.000
C 1.37 0.08 -5.39 0.002
N 2.24 0.44 -6.05 0.000
```

Values from the calculation:
E_LUMO (alpha / beta) = -3.73 / -4.30 eV
HOMO (alpha / beta) = -10.7 / -10.9 eV
Total energy = -3368.01522 a.u.
Energy above the lowest of the compared OMol25 structures with the same formula, charge and spin = 109.4 kJ/mol
2S+1 = 2
Net charge = +1

C30H23F3N8O3STi | the ωB97M-V functional and the def2-TZVPD basis

XYZ file:
```
69
Properties=species:S:1:pos:R:3:mulliken_spin:R:1
Ti -1.26 -0.09 -0.39 0.853
C -3.20 -4.10 -0.47 -0.007
C -2.15 -4.89 -0.07 0.015
C -0.98 -4.29 0.36 -0.007
C -0.89 -2.92 0.35 -0.002
N -1.90 -2.13 -0.09 -0.054
C -3.03 -2.72 -0.47 0.033
C 0.19 -2.15 1.01 0.051
C 1.25 -2.62 1.75 -0.010
C 1.91 -1.74 2.60 0.014
C 1.39 -0.47 2.82 -0.001
C 0.35 -0.05 2.02 0.062
N -0.10 -0.83 1.03 0.022
C -0.57 1.10 2.22 -0.027
C -0.51 1.98 3.28 -0.003
C -1.54 2.89 3.47 0.015
C -2.60 2.88 2.59 -0.007
C -2.60 1.98 1.54 0.028
N -1.61 1.10 1.36 -0.023
H -4.14 -4.53 -0.79 0.000
H -2.24 -5.97 -0.08 0.000
H -0.14 -4.88 0.71 0.001
H -3.84 -2.08 -0.77 0.003
H 1.55 -3.66 1.70 0.000
H 2.76 -2.08 3.18 0.000
H 1.78 0.17 3.60 0.000
H 0.33 1.94 3.96 0.000
H -1.51 3.59 4.30 0.000
H -3.44 3.56 2.71 0.000
H -3.41 1.93 0.83 0.003
N 2.80 0.50 -3.01 0.000
C 3.00 0.72 -1.70 -0.001
N 2.24 1.49 -0.96 0.001
C 2.78 1.61 0.33 0.005
C 2.27 2.43 1.34 -0.002
C 2.94 2.47 2.55 -0.001
C 4.09 1.72 2.78 0.000
C 4.60 0.90 1.77 0.001
C 3.94 0.87 0.56 0.000
S 4.38 0.00 -0.89 0.000
H 2.02 0.93 -3.47 0.001
H 3.41 -0.11 -3.53 0.000
H 1.39 3.04 1.16 0.000
H 2.57 3.12 3.34 0.000
H 4.61 1.79 3.72 0.000
H 5.51 0.33 1.93 0.000
C -1.84 3.40 -1.91 -0.001
C -0.71 3.10 -0.97 0.008
O -0.36 1.70 -0.95 0.002
H -1.53 3.27 -2.95 0.001
H -2.18 4.43 -1.78 0.000
H -2.69 2.75 -1.72 0.000
H -0.97 3.42 0.04 -0.001
H 0.18 3.65 -1.27 0.001
H 0.67 1.65 -1.04 -0.008
F -3.64 -0.18 -4.42 0.000
C -2.93 -0.23 -3.32 0.010
F -1.86 0.57 -3.46 0.001
F -2.46 -1.49 -3.16 0.002
C -3.74 0.17 -2.06 -0.008
O -4.92 0.28 -2.18 0.002
O -3.02 0.31 -0.95 -0.007
N 0.15 -0.83 -1.59 -0.012
C 0.71 -1.73 -2.06 0.033
C 1.38 -2.81 -2.59 0.005
C 0.68 -4.05 -2.74 0.001
N 0.10 -5.05 -2.81 0.003
C 2.74 -2.65 -2.99 0.001
N 3.83 -2.43 -3.29 0.004
```

Values from the calculation:
E_LUMO (alpha / beta) = -4.02 / -4.34 eV
HOMO (alpha / beta) = -10.7 / -11.0 eV
Total energy = -3368.01710 a.u.
Energy above the lowest of the compared OMol25 structures with the same formula, charge and spin = 104.4 kJ/mol
2S+1 = 2
Net charge = +1

C30H24BrMoN7OS | the ωB97M-V functional and the def2-TZVPD basis

XYZ file:
```
65
Properties=species:S:1:pos:R:3:mulliken_charge:R:1
Mo -0.80 -0.06 0.62 0.386
C -0.45 -2.31 4.40 -1.861
C -0.45 -1.78 3.01 0.726
N -1.09 -0.72 2.64 1.210
N -1.84 -0.05 3.55 -1.800
C -2.59 0.89 2.99 0.652
N -3.35 1.60 3.85 -0.433
S -2.70 1.31 1.31 -0.386
C 0.29 -2.51 1.94 1.090
C 0.93 -3.71 2.20 -0.960
C 1.54 -4.39 1.15 -0.546
C 1.50 -3.85 -0.12 -0.942
C 0.84 -2.65 -0.30 -0.125
N 0.26 -1.99 0.70 0.550
H -0.99 -1.62 5.05 0.390
H 0.57 -2.43 4.77 0.390
H -0.94 -3.28 4.44 0.358
H -3.46 1.24 4.78 0.241
H -4.07 2.19 3.47 0.231
H 0.94 -4.12 3.20 0.478
H 2.04 -5.33 1.34 0.415
H 1.95 -4.35 -0.96 0.463
H 0.78 -2.17 -1.27 0.400
Br -3.40 -4.91 -4.61 -0.224
C -3.04 -3.82 -3.10 -0.272
C -3.40 -4.26 -1.83 -0.441
C -3.14 -3.48 -0.73 -0.628
C -2.50 -2.21 -0.84 0.392
O -2.33 -1.49 0.21 -0.509
C -2.13 -1.80 -2.15 0.677
C -1.44 -0.56 -2.43 -0.800
N -0.85 0.23 -1.60 0.284
C -0.04 1.24 -2.21 -0.458
C 0.86 0.89 -3.18 0.054
C 1.75 1.83 -3.75 -0.891
C 1.74 3.13 -3.32 -0.932
C 0.83 3.53 -2.31 1.533
C 0.78 4.85 -1.82 -0.913
C -0.12 5.18 -0.85 -0.660
C -1.00 4.18 -0.38 -0.355
N -0.98 2.95 -0.82 -0.244
C -0.07 2.60 -1.76 0.263
C -2.42 -2.61 -3.26 -0.754
H -3.89 -5.22 -1.71 0.420
H -3.43 -3.79 0.26 0.472
H -1.40 -0.30 -3.49 0.529
H 0.93 -0.15 -3.49 0.528
H 2.44 1.51 -4.51 0.377
H 2.43 3.85 -3.73 0.417
H 1.47 5.59 -2.22 0.410
H -0.17 6.18 -0.45 0.401
H -1.73 4.40 0.39 0.448
H -2.15 -2.26 -4.25 0.439
N 0.70 0.78 0.84 -0.485
C 1.93 1.40 0.88 0.108
C 2.27 2.16 2.01 -0.564
C 3.48 2.82 2.05 -0.537
C 4.37 2.75 0.99 -0.490
C 4.03 1.99 -0.13 -0.785
C 2.82 1.32 -0.19 0.153
H 1.56 2.22 2.83 0.447
H 3.74 3.41 2.93 0.373
H 5.31 3.27 1.02 0.390
H 4.71 1.93 -0.97 0.401
H 2.55 0.74 -1.06 0.500
```

Values from the calculation:
E_LUMO = -0.38 eV
HOMO = -6.6 eV
Total energy = -4656.64549 a.u.
Energy above the lowest of the compared OMol25 structures with the same formula, charge and spin = 24.5 kJ/mol
2S+1 = 1

C30H24Cl2N6O5Pd | the ωB97M-V functional and the def2-TZVPD basis

XYZ file:
```
68
Properties=species:S:1:pos:R:3:mulliken_charge:R:1
Pd -0.09 0.98 1.04 0.128
C 2.81 3.80 2.18 -1.638
C 1.65 2.83 2.29 1.067
O 1.16 2.49 1.15 -0.473
C 1.22 2.46 3.55 -1.229
C 0.12 1.61 3.87 1.108
C -0.18 1.33 5.32 -1.392
N -0.61 1.08 2.94 0.510
N -1.64 0.19 3.34 -0.874
C -1.92 -0.55 2.32 0.924
O -1.40 -0.49 1.14 -0.839
C -2.96 -1.62 2.51 0.213
C -3.48 -2.27 1.40 -0.427
C -4.44 -3.27 1.55 -0.611
C -4.89 -3.61 2.82 -0.333
C -4.37 -2.96 3.93 -0.592
C -3.41 -1.97 3.78 -0.269
H 3.14 3.85 1.14 0.316
H 3.64 3.48 2.81 0.376
H 2.50 4.80 2.50 0.339
H 1.79 2.86 4.38 0.170
H 0.49 1.92 5.95 0.368
H -0.05 0.27 5.53 0.290
H -1.22 1.57 5.56 0.305
H -3.10 -1.99 0.42 0.462
H -4.84 -3.77 0.68 0.373
H -5.64 -4.39 2.94 0.350
H -4.71 -3.22 4.93 0.354
H -3.00 -1.44 4.63 0.452
Cl 4.47 -0.62 -4.74 -0.316
C 2.83 -0.02 -4.48 1.022
C 2.59 1.31 -4.74 -0.777
C 1.33 1.82 -4.54 -0.399
C 0.33 0.98 -4.10 -0.740
C 0.58 -0.36 -3.88 1.028
Cl -0.79 -1.34 -3.42 -0.225
C 1.86 -0.92 -4.03 -0.922
N 2.22 -2.26 -3.81 -0.096
C 1.83 -3.04 -2.65 -0.033
C 1.18 -4.24 -2.91 -0.486
C 0.80 -5.09 -1.88 -0.456
C 1.08 -4.72 -0.57 -0.696
C 1.75 -3.54 -0.31 -0.796
C 2.15 -2.68 -1.34 0.671
C 2.87 -1.42 -0.92 -0.762
C 1.94 -0.52 -0.10 0.775
O 1.14 0.24 -0.77 -0.365
O 1.97 -0.61 1.13 -0.646
H 3.41 1.93 -5.07 0.388
H 1.12 2.87 -4.70 0.455
H -0.67 1.35 -3.91 0.281
H 3.21 -2.36 -3.99 0.337
H 0.95 -4.48 -3.94 0.400
H 0.28 -6.01 -2.10 0.364
H 0.77 -5.35 0.25 0.393
H 1.95 -3.23 0.71 0.430
H 3.27 -0.87 -1.77 0.214
H 3.70 -1.71 -0.27 0.391
N -0.36 3.08 -1.69 0.021
C -1.48 3.32 -0.92 0.500
O -1.79 2.56 0.01 -0.640
C -2.26 4.48 -1.31 0.208
C -3.45 4.82 -0.63 0.134
N -4.43 5.13 -0.09 -0.714
C -1.83 5.29 -2.38 0.054
N -1.42 5.94 -3.25 -0.732
H 0.33 2.45 -1.30 0.078
H 0.02 3.87 -2.18 0.227
```

Values from the calculation:
E_LUMO = 3.88 eV
HOMO = -2.1 eV
Total energy = -2910.74229 a.u.
Energy above the lowest of the compared OMol25 structures with the same formula, charge and spin = 46.6 kJ/mol
2S+1 = 1
Net charge = -2